(1)
6 unconnected molecules or ions with the total composition C37H42FNO3 in a non-equilibrium geometry, computed with wB97M-V/def2-TZVPD.

Properties
LUMO: 0.22 eV
HOMO level: -9.1452 eV
E_tot: -1815.42214 hartree
Net charge: 0
Kohn-Sham gap: 9.4 eV
SMILES string: NC[C@H](O)C[C@]1(F)CCC(=O)O1.c1ccccc1.c1ccccc1.c1ccccc1.c1ccccc1.c1ccccc1

Positions of all 84 atoms, in Å:
1 N -7.747 0.052 -4.939
2 C -6.675 -0.837 -5.391
3 C -5.250 -0.242 -5.280
4 O -4.731 0.036 -6.576
5 C -4.326 -1.182 -4.530
6 C -2.935 -0.638 -4.215
7 F -2.039 -1.439 -4.874
8 C -2.567 -0.518 -2.763
9 C -3.365 0.749 -2.427
10 C -3.151 1.537 -3.713
11 O -3.327 2.732 -3.887
12 O -2.705 0.676 -4.679
13 H -7.778 0.092 -3.930
14 H -7.569 0.990 -5.260
15 H -6.858 -1.023 -6.434
16 H -6.743 -1.772 -4.855
17 H -5.337 0.695 -4.751
18 H -4.349 -0.779 -6.897
19 H -4.808 -1.477 -3.607
20 H -4.182 -2.089 -5.099
21 H -1.530 -0.215 -2.789
22 H -2.663 -1.385 -2.134
23 H -2.991 1.276 -1.575
24 H -4.409 0.485 -2.363
25 C 1.436 3.820 -2.607
26 C 0.507 3.095 -3.339
27 C 0.825 1.826 -3.803
28 C 2.070 1.278 -3.528
29 C 2.998 2.002 -2.792
30 C 2.682 3.273 -2.333
31 H 1.188 4.810 -2.248
32 H -0.467 3.519 -3.551
33 H 0.101 1.264 -4.381
34 H 2.317 0.287 -3.888
35 H 3.968 1.575 -2.573
36 H 3.407 3.838 -1.762
37 C 5.034 -1.197 -1.500
38 C 6.045 -0.886 -2.397
39 C 7.338 -1.335 -2.167
40 C 7.617 -2.099 -1.042
41 C 6.604 -2.411 -0.146
42 C 5.313 -1.959 -0.375
43 H 4.025 -0.845 -1.675
44 H 5.827 -0.293 -3.277
45 H 8.128 -1.090 -2.864
46 H 8.624 -2.451 -0.864
47 H 6.820 -3.008 0.731
48 H 4.523 -2.197 0.325
49 C 3.360 -3.370 5.075
50 C 3.769 -2.238 4.381
51 C 3.351 -2.037 3.073
52 C 2.516 -2.965 2.460
53 C 2.105 -4.093 3.155
54 C 2.529 -4.298 4.461
55 H 3.689 -3.528 6.093
56 H 4.415 -1.514 4.860
57 H 3.677 -1.159 2.529
58 H 2.189 -2.809 1.440
59 H 1.456 -4.815 2.678
60 H 2.213 -5.181 5.001
61 C -2.437 -0.706 4.130
62 C -1.421 -0.395 3.237
63 C -0.128 -0.839 3.474
64 C 0.151 -1.601 4.600
65 C -0.866 -1.913 5.492
66 C -2.160 -1.464 5.258
67 H -3.445 -0.354 3.949
68 H -1.638 0.199 2.359
69 H 0.666 -0.591 2.780
70 H 1.156 -1.950 4.782
71 H -0.650 -2.507 6.370
72 H -2.951 -1.704 5.957
73 C -0.266 4.170 3.601
74 C -0.928 5.103 4.387
75 C -1.533 4.707 5.571
76 C -1.472 3.379 5.971
77 C -0.810 2.446 5.186
78 C -0.210 2.842 3.999
79 H 0.205 4.479 2.676
80 H -0.971 6.139 4.077
81 H -2.053 5.433 6.182
82 H -1.942 3.071 6.896
83 H -0.763 1.410 5.497
84 H 0.303 2.114 3.384

Here are the Löwdin charges for atoms 1 to 2, given in e: 0.00 -0.21

(2)
A molecular structure, C37H42GeMoNO3P2, computed with wB97M-V/def2-TZVPD.

Properties
<S²>: 2.023
LUMO (alpha / beta): -7.99 / -11.41 eV
HOMO level (alpha / beta): -16.0368 / -15.6557 eV
2S+1: 3
E_tot: -4542.56912 hartree
Net charge: +3
Kohn-Sham gap (alpha / beta): 8.1 / 4.2 eV
ΔE to the lowest compared entry with this formula, charge and spin: 0.0 kcal/mol

Positions of all 87 atoms, in Å:
1 Mo -0.616 -0.036 0.226
2 O -0.156 -0.878 2.165
3 C -0.944 -2.059 2.438
4 C -0.911 -2.865 1.175
5 C -1.075 -4.234 1.188
6 C -1.023 -4.933 -0.008
7 C -0.779 -4.235 -1.180
8 C -0.620 -2.868 -1.117
9 N -0.704 -2.172 0.032
10 H -0.085 -0.319 2.963
11 H -1.965 -1.762 2.679
12 H -0.505 -2.609 3.269
13 H -1.234 -4.748 2.126
14 H -1.150 -6.007 -0.022
15 H -0.708 -4.740 -2.132
16 H -0.412 -2.295 -2.006
17 C -1.240 -0.169 -3.450
18 P -0.100 0.419 -2.161
19 C -0.057 2.208 -2.489
20 C 1.554 -0.156 -2.601
21 C 1.943 -0.450 -3.904
22 C 3.263 -0.787 -4.169
23 C 4.197 -0.817 -3.141
24 C 3.816 -0.523 -1.840
25 C 2.491 -0.200 -1.564
26 P 1.890 0.184 0.098
27 C 2.777 -0.937 1.214
28 C 2.515 1.831 0.542
29 H -1.045 0.360 -4.384
30 H -2.263 0.047 -3.143
31 H -1.146 -1.237 -3.636
32 H 0.273 2.381 -3.514
33 H 0.640 2.700 -1.812
34 H -1.049 2.636 -2.348
35 H 1.228 -0.417 -4.717
36 H 3.565 -1.022 -5.180
37 H 5.225 -1.075 -3.355
38 H 4.560 -0.555 -1.054
39 H 3.852 -0.830 1.074
40 H 2.493 -1.970 1.015
41 H 2.537 -0.696 2.249
42 H 3.603 1.840 0.471
43 H 2.224 2.070 1.566
44 H 2.117 2.590 -0.129
45 O -2.662 -0.096 1.049
46 C -2.910 0.978 0.450
47 O -1.972 1.395 -0.346
48 C -4.177 1.750 0.605
49 C -4.565 1.980 2.075
50 Ge -3.290 3.136 3.021
51 C -4.183 3.888 4.631
52 C -5.459 3.490 5.060
53 C -6.031 4.081 6.155
54 C -5.322 5.097 6.886
55 C -4.047 5.501 6.493
56 C -3.484 4.902 5.399
57 C -2.734 4.660 1.977
58 C -3.458 5.852 2.048
59 C -3.109 6.945 1.269
60 C -2.030 6.859 0.401
61 C -1.306 5.677 0.311
62 C -1.656 4.586 1.092
63 C -1.802 2.084 3.734
64 C -2.070 0.886 4.401
65 C -1.051 0.167 5.015
66 C 0.262 0.629 4.949
67 C 0.544 1.813 4.274
68 C -0.483 2.541 3.684
69 H -4.954 1.163 0.106
70 H -4.072 2.689 0.062
71 H -4.680 1.024 2.588
72 H -5.541 2.470 2.088
73 H -6.005 2.732 4.513
74 H -7.023 3.805 6.489
75 H -5.794 5.539 7.755
76 H -3.523 6.262 7.053
77 H -2.489 5.190 5.076
78 H -4.314 5.939 2.710
79 H -3.679 7.862 1.336
80 H -1.754 7.711 -0.206
81 H -0.465 5.614 -0.368
82 H -1.081 3.670 1.003
83 H -3.086 0.511 4.469
84 H -1.280 -0.735 5.569
85 H 1.055 0.086 5.448
86 H 1.559 2.191 4.250
87 H -0.251 3.486 3.205

Here are the Löwdin charges for atoms 1 to 2, given in e: 1.29 -0.24

(3)
A molecular structure, C37H43N2O4PSrTe in a non-equilibrium geometry, computed with wB97M-V/def2-TZVPD.

Properties
LUMO: 4.00 eV
HOMO level: -0.6301 eV
E_tot: -2485.95410 hartree
Net charge: -2
Kohn-Sham gap: 4.6 eV
ΔE to the lowest compared entry with this formula, charge and spin: 113.3 kcal/mol

Positions of all 89 atoms, in Å:
1 Sr -0.555 -0.576 0.570
2 O -3.962 2.547 2.900
3 C -4.577 1.370 2.957
4 C -5.939 1.335 3.263
5 C -6.570 0.120 3.506
6 C -5.866 -1.072 3.435
7 C -4.530 -1.043 3.037
8 C -3.874 0.148 2.790
9 C -2.452 0.145 2.227
10 O -1.891 -1.068 2.253
11 N -1.750 1.264 2.791
12 N -0.409 1.083 2.572
13 C 0.486 1.806 3.132
14 C 1.904 1.369 3.187
15 C 2.742 2.023 4.080
16 C 4.019 1.566 4.390
17 C 4.433 0.368 3.799
18 C 3.646 -0.289 2.874
19 C 2.378 0.222 2.454
20 O 1.758 -0.204 1.429
21 H -2.934 2.322 2.846
22 H -6.471 2.274 3.345
23 H -7.625 0.114 3.764
24 H -6.347 -2.017 3.654
25 H -3.956 -1.959 2.937
26 H 0.181 2.624 3.799
27 H 2.358 2.911 4.577
28 H 4.650 2.106 5.084
29 H 5.404 -0.049 4.051
30 H 3.992 -1.216 2.425
31 O -3.468 1.205 0.037
32 C -2.734 0.414 0.477
33 C 6.579 1.356 -1.982
34 C 5.250 2.113 -2.059
35 C 5.499 3.554 -1.612
36 P 4.047 1.277 -0.906
37 C 3.905 -0.377 -1.815
38 C 4.538 -1.464 -0.946
39 C 2.487 -0.793 -2.185
40 C 2.434 2.110 -1.319
41 C 2.175 3.229 -0.306
42 C 2.263 2.617 -2.746
43 H 7.359 1.882 -2.541
44 H 6.510 0.342 -2.379
45 H 6.911 1.272 -0.943
46 H 4.880 2.104 -3.090
47 H 5.755 3.585 -0.549
48 H 4.627 4.194 -1.749
49 H 6.330 3.997 -2.170
50 H 4.471 -0.281 -2.748
51 H 3.984 -1.573 -0.011
52 H 5.574 -1.240 -0.683
53 H 4.522 -2.425 -1.471
54 H 1.738 -0.922 -1.395
55 H 2.529 -1.770 -2.678
56 H 2.031 -0.096 -2.889
57 H 1.691 1.334 -1.110
58 H 3.060 3.839 -0.109
59 H 1.856 2.848 0.664
60 H 1.380 3.889 -0.669
61 H 2.870 3.509 -2.920
62 H 1.222 2.892 -2.938
63 H 2.543 1.877 -3.498
64 C -0.905 -2.939 0.376
65 H -1.185 -3.518 1.276
66 H -0.800 -3.692 -0.428
67 Te -2.748 -1.892 -0.165
68 C -4.108 -2.709 -2.282
69 C -4.916 -1.802 -1.408
70 C -5.831 -2.445 -0.506
71 C -5.414 -3.575 0.095
72 C -4.094 -4.056 -0.231
73 C -3.716 -3.889 -1.680
74 C -1.373 -0.974 -1.725
75 C -1.049 -2.139 -2.623
76 C -1.901 -2.624 -3.536
77 C -3.323 -2.110 -3.539
78 C -3.183 -0.605 -3.424
79 C -2.324 -0.104 -2.526
80 H -5.093 -0.793 -1.760
81 H -6.761 -1.955 -0.245
82 H -6.007 -4.074 0.853
83 H -3.616 -4.858 0.319
84 H -2.998 -4.541 -2.161
85 H -0.079 -2.620 -2.512
86 H -1.613 -3.408 -4.232
87 H -3.873 -2.406 -4.436
88 H -3.816 0.036 -4.033
89 H -2.332 0.971 -2.360

Here are the Löwdin charges for atoms 1 to 2, given in e: 1.25 0.01

(4)
A molecular structure, C37H44BrIrN2O2P, computed with wB97M-V/def2-TZVPD.

Properties
LUMO: -2.63 eV
HOMO level: -10.3808 eV
E_tot: -4715.86820 hartree
Net charge: +1
Kohn-Sham gap: 7.8 eV
ΔE to the lowest compared entry with this formula, charge and spin: 0.0 kcal/mol

Positions of all 88 atoms, in Å:
1 Ir 0.275 0.132 0.673
2 Br -1.460 -0.845 2.172
3 C -2.699 0.604 1.977
4 C -3.865 0.564 2.670
5 C -4.793 1.613 2.477
6 C -4.499 2.638 1.629
7 C -3.266 2.683 0.925
8 C -2.923 3.786 0.109
9 C -1.693 3.836 -0.481
10 C -0.778 2.770 -0.339
11 C -1.077 1.625 0.365
12 C -2.333 1.621 1.065
13 H -4.086 -0.251 3.346
14 H -5.732 1.594 3.013
15 H -5.202 3.449 1.489
16 H -3.634 4.594 -0.010
17 H -1.411 4.701 -1.069
18 H 0.189 2.860 -0.815
19 C 3.741 2.030 -1.065
20 C 2.999 0.963 -0.308
21 O 1.754 1.176 -0.249
22 C 3.691 -0.157 0.248
23 C 5.100 -0.245 0.055
24 C 5.828 -1.304 0.503
25 C 5.162 -2.353 1.172
26 C 3.815 -2.313 1.383
27 C 3.023 -1.218 0.944
28 O 1.770 -1.247 1.235
29 H 3.027 2.758 -1.438
30 H 4.288 1.599 -1.903
31 H 4.463 2.532 -0.419
32 H 5.610 0.553 -0.465
33 H 6.896 -1.345 0.345
34 H 5.730 -3.205 1.527
35 H 3.300 -3.111 1.904
36 C -2.059 0.689 -2.799
37 C -0.763 -0.126 -2.919
38 C 0.430 0.818 -3.114
39 C -0.918 -0.984 -4.176
40 P -0.526 -1.164 -1.358
41 C -2.204 -1.893 -1.164
42 C -2.573 -3.121 -1.712
43 C -3.874 -3.595 -1.608
44 C -4.847 -2.844 -0.968
45 C -4.510 -1.599 -0.461
46 C -3.209 -1.137 -0.570
47 C 0.663 -2.618 -1.663
48 C 0.606 -3.442 -0.363
49 C 0.551 -3.642 -2.813
50 C 2.026 -1.966 -1.898
51 H -2.113 1.351 -3.668
52 H -2.106 1.309 -1.910
53 H -2.933 0.042 -2.823
54 H 0.168 1.574 -3.858
55 H 1.303 0.281 -3.488
56 H 0.710 1.329 -2.199
57 H -1.112 -0.308 -5.013
58 H -1.763 -1.671 -4.108
59 H -0.022 -1.541 -4.419
60 H -1.863 -3.723 -2.240
61 H -4.123 -4.556 -2.038
62 H -5.859 -3.218 -0.883
63 H -5.260 -0.973 0.007
64 H -2.994 -0.140 -0.239
65 H -0.301 -4.049 -0.341
66 H 0.642 -2.835 0.537
67 H 1.463 -4.120 -0.340
68 H -0.311 -4.295 -2.790
69 H 1.418 -4.298 -2.686
70 H 0.642 -3.206 -3.800
71 H 2.146 -1.057 -1.333
72 H 2.152 -1.720 -2.953
73 H 2.827 -2.653 -1.615
74 C -0.215 4.106 4.459
75 C 0.491 2.911 3.918
76 C 1.603 2.225 4.343
77 C 1.805 1.183 3.424
78 N 0.858 1.229 2.474
79 N 0.074 2.282 2.814
80 C 2.870 0.153 3.579
81 H 0.304 4.477 5.339
82 H -1.239 3.860 4.745
83 H -0.251 4.907 3.720
84 H 2.200 2.427 5.215
85 H -0.660 2.572 2.189
86 H 3.392 0.340 4.515
87 H 3.603 0.192 2.778
88 H 2.451 -0.850 3.611

Here are the Löwdin charges for atoms 1 to 2, given in e: 1.05 0.99